w) 7
Properties=species:S:1:pos:R:3 method="wB97M-V/def2-TZVPD" spin_multiplicity=1 lumo_energy_ev=-2.01 orbital_gap_ev=8.10 smiles="N#CC(=S)Cl.Cl"
C -1.63 2.40 1.95
C -0.50 2.57 1.10
N -2.57 2.31 2.61
S -0.85 2.65 -0.51
Cl 1.01 2.91 1.90
Cl 0.76 -0.58 0.57
H 1.28 -1.72 0.79



x) 7
Properties=species:S:1:pos:R:3 method="wB97M-V/def2-TZVPD" spin_multiplicity=1 lumo_energy_ev="-2.16 / -1.85" orbital_gap_ev="7.38 / 7.21"
C -0.55 0.28 -0.04
C -1.57 -0.59 0.23
N 0.35 0.99 -0.24
S 3.33 0.68 0.05
Cl -1.83 -0.89 1.89
Cl -2.06 -1.67 -1.00
H 2.33 1.20 -0.88



Relative energy of each structure, in kcal/mol: w) 0.0; x) 55.9.



w) 21
Properties=species:S:1:pos:R:3 method="wB97M-V/def2-TZVPD" spin_multiplicity=1 lumo_energy_ev=0.90 orbital_gap_ev=9.16
C -0.50 -0.58 0.84
C 1.52 0.18 -0.37
C -0.96 1.69 1.62
N 0.93 -0.34 0.81
N -1.19 0.67 0.61
N -0.93 -1.59 -0.14
N 1.57 -0.71 -1.52
C 0.48 0.41 -2.51
O -0.56 -0.06 -2.80
H 1.41 -1.16 1.18
H -2.18 0.49 0.51
H -0.70 -1.01 1.84
H 2.48 0.66 -0.19
H -1.20 -1.14 -1.01
H -1.73 -2.12 0.19
H 2.47 -0.84 -1.97
H 1.04 -1.57 -1.37
H 0.72 1.10 -1.34
H 0.10 1.97 1.60
H -1.21 1.36 2.64
H -1.56 2.57 1.38



x) 21
Properties=species:S:1:pos:R:3 method="wB97M-V/def2-TZVPD" spin_multiplicity=1 lumo_energy_ev="0.75 / 0.72" orbital_gap_ev="6.87 / 7.10"
C -0.10 -0.77 0.24
C 0.07 0.60 0.02
C -0.19 1.23 -1.32
N -2.14 -0.41 0.45
C 2.24 0.28 -0.15
N -2.99 0.03 -0.57
N 0.19 -1.40 1.44
N 2.91 -0.46 0.77
O 2.80 0.96 -0.99
H -2.27 0.23 1.24
H -0.09 -1.43 -0.63
H 0.04 1.26 0.88
H -2.88 1.00 -0.86
H -2.92 -0.57 -1.38
H 0.02 -0.83 2.25
H -0.29 -2.29 1.53
H 2.39 -1.13 1.32
H 3.92 -0.49 0.77
H 0.71 1.75 -1.67
H -0.44 0.48 -2.07
H -0.99 1.96 -1.26



Relative energy of each structure, in kcal/mol: w) 0.0; x) 22.2.



w) 17
Properties=species:S:1:pos:R:3 method="wB97M-V/def2-TZVPD" spin_multiplicity=1 lumo_energy_ev=-3.27 charge=+1 orbital_gap_ev=10.72
C -0.57 0.53 0.55
N 0.52 -2.95 0.65
C -0.09 -1.77 0.73
N 0.35 -0.60 0.35
H -1.11 0.39 1.56
H 0.13 1.46 0.37
H -1.46 0.47 -0.12
H 1.34 -3.12 0.03
H 0.13 -3.67 1.37
H -1.13 -1.69 1.11
H 1.28 -0.52 -0.14
H -1.55 4.96 0.59
H -2.91 4.30 0.27
O -2.00 4.06 0.29
H 2.37 0.44 -2.56
H 1.54 -0.70 -2.93
O 1.91 -0.31 -2.06



x) 17
Properties=species:S:1:pos:R:3 method="wB97M-V/def2-TZVPD" spin_multiplicity=1 lumo_energy_ev=-3.77 charge=+1 orbital_gap_ev=11.09
C -0.15 -0.70 2.46
N -0.31 -0.21 1.09
C -1.44 0.46 0.87
N -1.73 1.29 -0.11
H -0.64 -1.68 2.50
H 0.89 -0.94 2.66
H -0.55 -0.18 3.33
H 0.53 0.14 0.62
H -1.90 0.68 1.82
H -1.32 1.22 -1.03
H -2.69 1.60 -0.01
H 2.98 -1.04 -3.06
H 1.88 -1.98 -3.17
O 2.03 -1.05 -2.97
H 1.12 1.50 -1.45
H 0.81 0.08 -2.05
O 0.49 0.80 -1.49



y) 17
Properties=species:S:1:pos:R:3 method="wB97M-V/def2-TZVPD" spin_multiplicity=1 lumo_energy_ev=-3.92 charge=+1 orbital_gap_ev=10.63
C -1.04 1.55 -1.25
N -0.39 1.11 -0.04
C -1.09 1.48 1.00
N -0.58 0.91 2.19
H -0.90 2.70 -1.40
H -2.11 1.37 -1.26
H -0.73 1.10 -2.26
H 0.21 0.17 -0.28
H -1.86 2.27 1.01
H 0.06 0.13 2.07
H -1.36 0.50 2.83
H 1.42 -3.84 -0.95
H 0.66 -3.23 -2.35
O 1.14 -3.00 -1.46
H 2.28 -0.95 0.54
H 1.51 -1.65 -0.55
O 1.40 -0.86 0.10



z) 17
Properties=species:S:1:pos:R:3 method="wB97M-V/def2-TZVPD" spin_multiplicity=1 lumo_energy_ev=-8.81 charge=+1 orbital_gap_ev=4.80
C -0.90 -0.80 -0.81
C -1.27 0.38 -0.11
N -2.49 0.72 0.09
N 1.62 1.41 -0.76
H -1.53 -1.32 -1.50
H -0.53 0.98 0.39
H -3.23 0.15 -0.26
H -2.76 1.24 0.92
H 2.29 2.15 -0.60
H 1.64 0.48 -0.36
H 1.56 1.32 -1.78
H 0.81 -0.91 1.24
H 0.52 -1.07 2.74
O 0.29 -0.50 1.99
H 0.16 -1.12 -0.73
H 2.13 -1.95 -0.39
O 1.69 -1.16 -0.08



Relative energy of each structure, in kcal/mol: w) 16.3; x) 0.0; y) 26.3; z) 150.0.



w) 17
Properties=species:S:1:pos:R:3 method="wB97M-V/def2-TZVPD" spin_multiplicity=1 lumo_energy_ev=0.90 orbital_gap_ev=9.03
C 0.81 -0.37 -0.94
C -1.78 1.58 0.13
C -1.73 0.72 1.52
C -0.65 0.04 0.72
C 0.57 -0.68 0.46
H 2.37 -0.13 -2.43
H 2.26 -1.68 -1.36
H -2.88 1.76 -0.22
H -1.34 2.58 0.22
H -2.56 0.12 1.95
H -1.38 1.46 2.28
H 2.37 -0.98 1.48
H 1.05 -1.96 1.99
N 2.09 -0.60 -1.44
N -0.10 0.42 -1.50
N -1.12 0.39 -0.52
N 1.52 -1.47 1.28



x) 17
Properties=species:S:1:pos:R:3 method="wB97M-V/def2-TZVPD" spin_multiplicity=1 lumo_energy_ev=0.14 orbital_gap_ev=7.91 smiles="C=C1C=NNC(CN)=N1"
C 1.96 -0.55 0.09
C 0.53 -0.61 -0.11
C -1.25 0.63 -0.12
C -1.97 1.78 0.16
C -2.07 -0.61 -0.06
H 2.54 1.04 -0.96
H 1.84 1.42 0.57
H 2.45 -0.95 -0.83
H 2.22 -1.03 1.11
H -3.11 1.53 0.34
H -1.55 2.78 -0.21
H -3.04 -0.64 0.29
H 0.33 -2.78 0.40
N 2.65 0.81 0.02
N 0.11 0.62 -0.46
N -1.45 -1.70 -0.25
N -0.20 -1.76 0.01



Relative energy of each structure, in kcal/mol: w) 0.0; x) 34.6.